No. 1
Computed, not measured: an isolated ion of composition C10H11N2 and charge +1 at a distorted geometry, with the ωB97M-V functional and the def2-TZVPD basis.

```
23
Properties=species:S:1:pos:R:3
C 3.41016 0.99628 0.01609
C 3.37337 -0.38315 -0.01482
C 1.26497 0.43980 -0.00938
C -2.47157 1.14548 -0.11260
C -2.94024 -0.10682 -0.18684
C -0.18910 0.32994 0.08266
C -0.71591 -0.92757 0.08412
C -1.03220 1.54532 0.16117
C -2.11570 -1.33232 0.16508
C 1.40844 -2.01337 -0.11867
N 2.15191 1.45490 -0.04060
N 2.03209 -0.73122 -0.03591
H 4.31141 1.60123 -0.06498
H 3.98361 -1.32885 0.09040
H -3.26303 1.91988 -0.07079
H -4.00336 -0.08410 -0.45911
H -0.54554 2.18608 -0.56217
H -1.06479 2.15080 1.07884
H -2.23788 -1.69544 1.21989
H -2.35838 -2.21990 -0.45875
H 1.69688 -2.74883 0.69643
H 1.26683 -2.39340 -1.19821
H 1.96274 2.38796 -0.22982
```

Output
HOMO-LUMO gap	8.5	eV
HOMO level	-12.592	eV
max |F|	0.08833	hartree/bohr
energy relative to the best compared isomer or geometry (same formula, charge and spin)	4.1422	eV
total charge	+1
calculated total energy	-496.7764	a.u.
LUMO	-4.122	eV



No. 2
Computed, not measured: a single C10H11N3OS molecule at a distorted geometry, with the ωB97M-V functional and the def2-TZVPD basis.

```
26
Properties=species:S:1:pos:R:3
N -0.46361 -0.46088 -2.42628
N -0.72340 0.75927 1.16217
N 0.44070 -1.02248 0.08231
O -0.29076 0.86506 3.53315
S -1.44591 1.78466 -3.49174
C -0.56084 0.21300 -3.54452
C -1.19362 1.70559 -1.73691
C -0.70755 0.44753 -1.34383
C -0.35153 0.04888 0.04606
C -0.14030 0.30322 2.29329
C 1.06281 -1.45344 1.22015
C 0.78794 -0.70004 2.30686
C -1.26451 1.95146 3.60452
C -0.15577 -0.48516 -4.74527
C 2.22323 -2.48867 1.25941
H -1.37403 2.61633 -1.01829
H 1.21454 -0.90496 3.23258
H -1.79016 2.07485 4.59751
H -0.68620 2.79940 3.55125
H -2.03193 1.84792 2.80779
H 0.71823 -1.23189 -4.60376
H 0.25451 0.29202 -5.41304
H -1.00439 -0.91873 -5.18661
H 1.83144 -3.49916 1.34559
H 2.81576 -2.37678 0.31698
H 2.83535 -2.16702 2.15063
```

Output
HOMO-LUMO gap	8.9	eV
SMILES	COc1cc(C)nc(-c2csc(C)n2)n1
HOMO level	-8.458	eV
max |F|	0.06469	hartree/bohr
energy relative to the best compared isomer or geometry (same formula, charge and spin)	0.1527	eV
calculated total energy	-1025.2998	a.u.
LUMO	0.436	eV



No. 3
Computed, not measured: a single C10H11NO molecule at a distorted geometry, with the ωB97M-V functional and the def2-TZVPD basis.

```
23
Properties=species:S:1:pos:R:3
C -1.44907 1.18922 -0.35783
C -2.88099 0.52222 -0.44455
C -2.75596 -0.69848 0.57441
C -1.43783 -1.17920 0.27068
C 0.69815 0.11164 -0.05504
C 1.33164 1.30139 0.39299
C 2.72766 1.36796 0.27420
C 3.46749 0.26446 0.16957
C 2.94084 -0.99283 -0.28437
C 1.57999 -0.92914 -0.64592
H -3.78593 1.26458 -0.11929
H -3.12880 0.16020 -1.57242
H -3.55261 -1.37428 0.29724
H -2.94703 -0.65155 1.57843
H -0.90740 -1.80600 1.19512
H -1.25176 -1.97709 -0.45052
H 0.48261 2.20793 0.65333
H 3.38155 2.28747 0.69027
H 4.48044 0.34220 0.11297
H 3.72617 -1.71919 -0.72063
H 1.09228 -1.91751 -1.28419
N -0.70655 -0.10145 0.08933
O -1.10490 2.32746 -0.36374
```

Output
HOMO-LUMO gap	8.9	eV
SMILES	O=C1CCCN1c1ccccc1
HOMO level	-8.107	eV
max |F|	0.21893	hartree/bohr
energy relative to the best compared isomer or geometry (same formula, charge and spin)	5.0480	eV
calculated total energy	-517.4871	a.u.
LUMO	0.838	eV



Question: The lowest LUMO belongs to which entry?
Answer: C10H11N2



Question: Number 3 is which compound?
Answer: C10H11NO



Question: Which of these has the highest max |F|?
Answer: C10H11NO



Question: The lowest calculated total energy belongs to which entry?
Answer: C10H11N3OS